# 1
C21H24O8 | ωB97M-V with the def2-TZVPD basis set

Properties
Frontier orbital gap: 8.9636 eV
SMILES: COc1cccc(OC)c1C(=O)OCCCOC(=O)c1c(OC)cccc1OC
Energy relative to the best compared isomer or geometry (same formula, charge and spin): 36.5 kcal/mol
DFT total energy: -1416.51882 Eh

Each line ends with the Löwdin charge.
Element x y z (Å)
H1 0.80235 -3.34631 -1.31571  0.119
H2 -1.39382 -1.49837 -3.32087  0.101
C1 -1.79697 0.04526 0.89077  0.021
H3 -0.85874 2.00224 -2.42008  0.108
H4 5.08240 1.69904 1.40502  0.096
O1 2.79763 -1.66489 -1.65144  0.150
C2 2.18772 -1.06699 -0.80516  -0.435
C3 -1.89664 -1.44637 0.82343  -0.431
O2 3.46215 1.11565 0.39219  -0.076
H5 1.83973 0.67256 2.35701  0.084
C4 4.23088 2.17136 0.91780  -0.080
H6 0.84905 0.85160 3.84043  0.098
H7 0.90168 -4.76171 -0.24795  0.124
H8 -1.41004 -3.84556 -0.29872  0.135
H9 -1.07845 0.17774 -3.82800  0.099
C5 0.54296 0.53584 -1.69472  -0.209
H10 -3.27988 2.91235 -0.15243  0.103
H11 -0.71512 -3.68874 1.32860  0.138
C6 -1.18692 -0.48956 -2.96688  -0.050
C7 -2.58864 2.25103 0.34357  -0.030
O3 -0.80902 -1.94564 0.24434  0.012
C8 1.88391 -2.99669 0.49529  -0.140
C9 0.69759 2.88559 -1.26413  -0.079
C10 1.84622 2.70563 -0.51643  -0.030
C11 1.13434 0.17599 3.02678  -0.057
H12 2.85210 -3.34340 0.11675  0.129
C12 0.03771 1.82256 -1.85039  -0.018
C13 -0.62371 -3.35496 0.28773  -0.145
H13 4.58984 2.83820 0.12817  0.099
O4 0.00927 -0.29444 2.32452  -0.059
C14 -1.56116 2.78363 1.09893  -0.079
H14 2.33038 3.56156 -0.07561  0.103
C15 -2.70749 0.86913 0.22781  -0.225
O5 0.01039 -0.58639 -2.23206  -0.063
H15 0.30656 3.88365 -1.39317  0.112
H16 -5.23240 1.54868 -0.34267  0.100
O6 1.80161 -1.58377 0.35960  0.014
O7 -2.80121 -2.10962 1.25864  0.149
H17 -4.29750 1.69916 -1.85844  0.093
H18 1.60788 -0.70986 3.44606  0.100
C16 2.35401 1.42147 -0.34068  -0.225
O8 -3.63723 0.23516 -0.53745  -0.083
H19 3.67000 2.75305 1.65754  0.092
C17 0.75406 -3.68183 -0.27865  -0.115
C18 -0.76906 0.59473 1.66660  -0.207
C19 -0.65077 1.97842 1.75574  -0.020
C20 1.70334 0.34497 -0.93776  0.021
C21 -4.67533 0.99804 -1.10597  -0.076
H20 -5.33681 0.27874 -1.58605  0.097
H21 1.80432 -3.19163 1.56653  0.133
H22 -2.01521 -0.15507 -2.33706  0.083
H23 0.13655 2.43140 2.33482  0.107
H24 -1.47008 3.85649 1.17976  0.112

# 2
C3H8N3S | ωB97M-V with the def2-TZVPD basis set

Properties
Frontier orbital gap: 8.4617 eV
SMILES: CC1=N[N@H+](C)SN1
Total charge: +1
Energy relative to the best compared isomer or geometry (same formula, charge and spin): 74.8 kcal/mol
DFT total energy: -681.19509 Eh

Each line ends with the Löwdin charge.
Element x y z (Å)
N1 -1.06684 -0.66071 0.44444  -0.344
H1 0.01730 2.56412 -0.63678  0.158
H2 2.77130 0.10962 -0.05846  0.129
C1 -1.43030 -1.88270 -0.26261  -0.017
S1 -1.92524 1.03675 -0.05883  0.979
H3 2.29365 1.29929 1.16467  0.080
H4 -2.37163 -1.75065 -0.81154  0.097
C2 2.09127 0.98012 0.19079  0.020
H5 2.36435 1.68649 -0.62412  0.109
N2 -0.12059 1.51779 -0.52156  -0.110
H6 -1.34670 -2.75961 0.40885  0.130
H7 -0.78639 -1.75576 -1.14194  0.114
N3 0.28484 -0.47267 0.43063  0.076
H8 -1.44552 -0.55983 1.41078  0.148
C3 0.67052 0.64775 0.06570  -0.569

Among the records above, which one has the highest energy relative to the best compared isomer or geometry (same formula, charge and spin)? C3H8N3S